Arrangement w

C5H15NP | ωB97M-V/def2-TZVPD

XYZ file:
```
22
Properties=species:S:1:pos:R:3
P 0.286 0.335 0.248
N 1.169 0.781 1.591
C 0.528 1.617 -1.103
C 2.948 -0.820 -0.142
C -2.712 -0.925 0.395
C 1.418 -1.009 -0.179
C -3.533 0.149 -0.126
H -2.842 -1.394 1.404
H 1.407 2.176 -0.693
H 1.262 -1.770 0.463
H -0.340 2.104 -1.164
H -3.411 0.988 0.457
H 3.162 -0.208 -1.023
H -4.644 -0.291 -0.025
H -3.565 0.531 -1.155
H -2.099 -1.345 -0.270
H 1.587 -0.019 2.061
H 0.761 0.862 -1.996
H 3.527 -1.739 -0.190
H 0.904 1.586 2.086
H 1.004 -1.454 -1.225
H 3.183 -0.156 0.584
```

The HOMO energy (spin up / spin down) comes out at -12.040 / -12.795 eV. Its total charge is +1.

Arrangement x

C5H15NP | ωB97M-V/def2-TZVPD

XYZ file:
```
22
Properties=species:S:1:pos:R:3
P -2.319 -0.585 0.307
N -0.757 1.641 0.547
C 0.572 -1.757 0.014
C -0.699 0.290 -0.183
C 1.945 0.424 0.536
C 0.588 -0.278 0.598
C -0.383 0.717 -1.584
H 2.733 -0.472 0.721
H -0.273 -0.181 -2.168
H -2.466 -1.386 -0.833
H 0.405 1.366 -1.715
H 1.959 1.056 1.311
H 0.112 2.010 0.483
H 1.480 -2.389 0.446
H -1.819 -1.370 1.374
H 0.192 -0.493 1.675
H -1.346 1.146 -1.842
H -0.851 1.613 1.528
H 2.078 0.843 -0.465
H -1.554 2.110 0.083
H -0.255 -2.381 0.277
H 0.657 -1.923 -1.110
```

The HOMO energy comes out at -13.627 eV. Its total charge is +1.

Order from most stable to least stable according to the calculation: arrangement x, arrangement w

Arrangement w

C40H120O20 | ωB97M-V/def2-TZVPD

XYZ file:
```
180
Properties=species:S:1:pos:R:3
O 2.369 -2.540 -3.505
O -0.087 -0.858 -0.738
O -0.725 3.777 -2.253
O -2.879 3.163 4.794
O -7.247 -0.461 0.400
O 0.195 1.227 -2.454
O -2.082 -6.117 -3.151
O -1.831 -2.025 -5.012
O 1.746 -2.801 -0.919
O 2.895 4.568 2.412
O 0.429 -0.101 4.989
O -0.375 5.749 -0.487
O -2.597 -0.551 -7.408
O 0.872 -1.785 -5.682
O -3.070 -6.823 4.105
O -2.317 0.344 4.315
O 3.187 -1.772 1.366
O 2.001 -1.899 3.828
O 6.268 1.150 -0.623
O -0.452 7.148 6.476
C -2.069 3.880 -2.609
C 4.523 0.176 2.297
C -0.158 7.152 5.105
C 3.457 3.193 0.663
C -2.797 0.756 -6.904
C 0.790 2.251 5.382
C -0.801 0.801 0.961
C 5.367 0.546 -2.842
C 6.593 0.617 -1.960
C -2.504 3.396 3.451
C 3.604 -2.782 -4.158
C 3.979 -0.615 1.108
C 1.191 0.984 4.618
C 0.890 -1.492 -7.072
C 1.218 -2.976 5.915
C -3.082 -2.087 -2.952
C 1.624 1.922 -4.256
C -2.231 -2.001 4.047
C -0.250 -0.649 0.685
C -1.511 6.978 1.124
C 0.351 5.795 4.614
C -0.970 -5.639 3.935
C -1.730 -1.888 -3.664
C -2.122 -6.334 3.236
C 1.630 -4.151 -0.639
C -3.538 2.764 2.442
C 2.204 -3.027 4.667
C 1.067 -4.333 0.747
C -2.839 2.785 -1.933
C -2.940 -0.836 4.764
C -2.116 -5.075 -0.935
C 2.300 -0.966 -7.446
C -6.142 0.365 0.767
C -1.250 5.505 0.634
C -1.565 1.320 -6.152
C -5.452 0.751 -0.514
C 1.227 0.826 -3.344
C 2.332 3.573 1.600
C 4.588 -3.418 -3.155
C -1.633 -6.246 -1.801
H 2.594 -0.167 -6.765
H -2.743 -1.031 5.818
H 0.199 -0.690 -7.333
H -3.793 2.691 -2.452
H -1.778 -7.249 2.756
H -4.498 3.276 2.500
H -1.970 -5.152 0.143
H 2.050 0.571 -2.676
H 7.072 1.160 -0.100
H -3.456 -3.068 -3.246
H -2.054 -7.027 -3.456
H 4.997 1.096 1.956
H -1.343 -0.916 -3.358
H 2.797 5.426 1.991
H 0.603 5.914 3.560
H 2.580 -4.642 -0.853
H 4.807 -0.861 0.443
H 1.964 -3.866 4.014
H -6.496 1.194 1.379
H -5.211 -0.146 -1.084
H -1.257 -4.912 4.695
H -3.158 -4.907 -1.207
H 1.257 -3.917 6.464
H -2.115 7.557 0.426
H -4.003 -0.702 4.562
H -6.128 1.452 -1.004
H -3.123 1.381 -7.735
H -0.269 2.475 5.259
H -1.279 0.637 -5.353
H 4.200 -4.253 -2.572
H -0.709 1.434 -6.816
H 3.600 3.950 -0.108
H 4.793 -0.315 -2.499
H 1.091 2.220 6.429
H 0.270 -3.608 0.911
H -2.605 -2.938 4.459
H -0.560 -6.430 -1.750
H -3.819 -1.303 -3.127
H -2.536 -2.044 3.001
H -7.949 -0.284 1.031
H 5.455 -3.888 -3.618
H -4.536 1.294 -0.280
H -1.480 3.042 3.333
H -2.942 -2.033 -1.872
H 4.731 1.424 -2.727
H -2.437 4.873 -2.351
H 0.736 -0.675 1.150
H 1.376 3.855 1.158
H 3.742 0.437 3.011
H 2.440 -2.016 2.982
H -1.380 0.190 4.457
H 1.734 -2.205 -4.142
H -1.742 1.025 0.458
H 5.016 -2.711 -2.444
H -1.562 -4.199 -1.272
H 1.338 -2.111 6.568
H -0.735 4.907 1.385
H 0.178 -2.845 5.616
H 5.268 -0.385 2.862
H 2.102 -2.732 -1.808
H -2.852 2.205 4.849
H 0.663 -5.344 0.800
H -1.035 -2.636 -3.282
H 0.588 7.901 4.841
H -2.175 4.990 0.376
H -0.581 7.495 1.363
H -1.143 -1.955 4.086
H 7.329 1.285 -2.408
H -2.178 6.963 1.986
H 4.034 -1.859 -4.545
H -1.017 0.845 2.028
H -0.289 -5.100 3.276
H -5.516 -0.278 1.385
H 3.493 -3.382 -5.061
H -3.198 2.895 1.415
H -2.939 2.993 -0.868
H 3.197 2.306 0.085
H -0.291 -6.335 4.429
H 1.852 -4.315 1.503
H -2.094 -7.157 -1.421
H -3.943 -6.792 3.707
H -3.737 1.748 2.784
H 0.056 0.528 -1.810
H 2.018 2.825 2.327
H 2.994 -1.797 -7.321
H 3.247 -3.189 4.939
H 0.496 -1.616 -0.820
H 2.824 -2.047 0.521
H 2.416 -0.534 -8.440
H 0.932 -0.829 4.617
H -0.167 1.653 0.719
H -0.411 5.028 -1.120
H -2.340 -1.157 -6.709
H -2.545 -5.660 2.491
H 7.076 -0.352 -1.833
H -2.134 -2.932 -5.088
H 1.199 1.063 3.531
H 5.527 0.351 -3.902
H -2.214 3.784 -3.685
H -0.060 -1.802 -5.453
H -0.836 -1.419 1.187
H -2.364 1.808 -2.019
H 0.824 2.428 -4.796
H 2.221 0.677 4.798
H -3.627 0.649 -6.206
H 2.316 1.656 -5.055
H -1.778 2.292 -5.705
H 4.423 3.061 1.152
H -0.335 4.949 4.663
H 2.095 2.717 -3.678
H 0.968 -0.095 -3.867
H 3.285 0.011 0.546
H 1.266 5.486 5.119
H 0.613 -2.325 -7.717
H 0.916 -4.536 -1.368
H -2.512 4.478 3.321
H -1.087 7.396 4.590
H 1.284 3.149 5.010
H -1.144 6.486 6.537
H -0.475 2.871 -2.447
```

The HOMO energy comes out at -9.453 eV.

Arrangement x

C40H120O20 | ωB97M-V/def2-TZVPD

XYZ file:
```
180
Properties=species:S:1:pos:R:3
O -4.677 -2.383 -1.534
O -0.449 -3.249 3.468
O 2.438 2.252 0.214
O -1.942 3.423 4.890
O -3.400 3.729 -2.259
O -1.990 -3.396 -1.048
O 1.991 -1.998 3.030
O 2.267 -1.470 -0.971
O 0.824 4.823 3.653
O 5.149 2.263 -3.241
O 2.591 -4.000 0.223
O 4.377 -0.207 0.436
O -0.289 1.969 2.989
O -4.284 4.546 0.349
O -3.811 -0.303 -2.924
O 1.881 3.263 -2.517
O -1.085 0.037 -3.005
O 1.781 -2.889 -6.685
O -0.344 -0.840 -0.734
O -1.631 -1.173 5.072
C -1.159 0.361 -5.575
C 0.028 5.831 3.136
C -6.584 -3.841 -1.205
C 2.446 -1.526 -2.438
C 1.048 6.776 2.448
C 0.947 -3.931 -6.282
C 0.895 -5.282 2.624
C 2.646 3.158 1.320
C -4.392 3.005 4.544
C 0.340 0.926 3.627
C -0.258 3.827 -3.607
C -3.186 2.509 0.946
C -0.918 -0.518 -4.331
C 1.496 -4.803 -5.200
C -5.948 -0.077 -4.111
C 3.214 -0.344 -2.952
C 3.213 -2.104 3.766
C -0.892 -4.248 -0.722
C 5.484 -0.907 -0.072
C 4.238 -5.963 0.201
C 4.111 -0.887 3.672
C -1.762 -1.082 6.490
C 0.556 3.825 -2.262
C 3.511 4.364 0.841
C -4.534 -0.657 -4.083
C 5.286 4.632 -2.827
C 5.631 3.487 -3.753
C 3.505 -4.814 -0.548
C -4.691 3.132 -4.204
C -3.193 2.848 5.428
C -1.440 -5.534 -0.051
C -3.166 4.044 1.029
C -2.081 -0.835 1.066
C -0.295 -4.698 3.459
C 5.823 -2.114 0.835
C 1.382 1.395 4.608
C -0.779 -0.259 0.513
C -0.467 -1.448 7.187
C -5.419 -3.118 -0.544
C -4.673 3.362 -2.701
H -2.290 4.460 0.509
H -0.232 -2.562 7.188
H -0.503 6.464 3.942
H -3.200 2.149 -0.097
H 0.687 -6.346 2.520
H -3.764 -2.748 -1.607
H 4.750 -6.516 -0.513
H 0.086 3.302 -1.421
H 2.411 -3.168 -0.239
H 0.086 -0.973 -4.463
H -0.600 -1.234 8.286
H -1.292 -5.026 3.030
H 1.895 0.547 5.125
H -1.583 -2.542 -1.231
H 3.589 -0.390 -0.124
H -5.957 0.978 -3.891
H 4.217 4.876 -2.738
H 0.481 -1.013 6.944
H 4.325 -4.171 -1.044
H -2.578 -1.698 6.839
H -4.084 -0.833 -2.148
H 0.078 -0.344 1.237
H -2.909 -0.570 0.483
H 0.356 2.651 2.726
H 3.101 4.924 -0.010
H 4.173 -0.233 -2.381
H 5.291 3.677 -4.818
H -0.339 2.874 -4.095
H 3.702 5.032 1.745
H 6.080 -1.873 1.876
H 0.485 -2.907 3.324
H -4.219 4.002 -4.784
H 2.457 -5.266 -5.444
H -0.258 -4.514 -1.590
H 0.826 0.293 2.895
H 2.944 -5.109 -1.449
H 2.177 -2.545 2.259
H 1.702 3.572 1.627
H 6.724 -2.690 0.441
H -6.407 -4.923 -1.382
H -4.156 2.122 1.358
H -0.631 -6.259 0.072
H 3.617 -6.575 0.828
H 2.686 -3.124 -6.932
H 4.227 2.427 -2.888
H -7.516 -3.785 -0.622
H 1.502 -1.637 -2.997
H -1.935 -5.326 0.877
H -4.666 4.056 4.330
H -4.340 2.393 3.609
H -1.011 -0.333 -6.401
H -6.470 -0.235 -5.036
H 5.016 -2.864 0.805
H 2.265 3.167 -1.637
H -2.184 -5.998 -0.760
H -2.165 0.846 -5.633
H 3.682 -3.070 3.445
H -5.472 4.114 -2.352
H -2.014 -1.930 1.001
H -3.215 4.436 2.079
H -1.801 2.902 4.081
H -0.403 1.171 -5.721
H 5.079 -1.172 4.071
H 0.876 1.985 5.328
H -5.198 2.621 5.157
H -5.001 2.532 -2.127
H 5.870 5.503 -3.203
H 2.819 -2.359 4.772
H -0.190 -4.998 4.475
H 0.872 -4.867 1.596
H 1.750 -4.266 -4.265
H -0.632 -0.361 -1.535
H -5.707 3.143 -4.525
H -4.037 -0.193 -4.950
H -2.324 2.083 1.454
H 1.854 -5.170 3.107
H 4.526 4.018 0.597
H -0.870 0.799 0.403
H -1.343 -2.049 4.732
H -3.346 3.368 6.376
H -2.052 0.232 -2.899
H 0.762 -4.484 -7.222
H -2.085 -0.041 6.670
H -4.481 5.367 0.754
H 0.672 7.498 1.692
H 3.527 -0.449 -3.976
H 0.747 -5.557 -4.955
H 6.751 3.343 -3.812
H 3.178 1.620 0.036
H -0.272 -3.652 -0.039
H -2.252 -0.535 2.126
H -1.284 4.210 -3.408
H -2.930 1.843 5.575
H -6.803 -3.410 -2.159
H 3.034 -2.478 -2.510
H -6.609 -0.583 -3.372
H 6.352 -0.236 -0.041
H 4.929 -5.472 0.940
H 3.171 2.682 2.172
H -4.272 2.133 -4.405
H -1.639 -1.392 -4.363
H -0.437 0.358 4.101
H 1.467 7.405 3.295
H -5.767 -2.437 0.201
H 0.013 -3.465 -6.071
H -4.684 -1.763 -4.140
H -4.754 -3.799 -0.083
H 1.850 6.188 1.994
H 4.121 -0.627 2.630
H -0.752 5.464 2.465
H 0.234 4.288 4.272
H 3.721 -0.079 4.250
H 2.646 0.543 -2.726
H 1.431 -1.102 -0.684
H 5.738 4.367 -1.847
H 0.282 4.392 -4.342
H 0.663 4.927 -2.000
H 2.136 2.166 4.200
H 5.404 -1.305 -1.068
H -3.539 4.225 -1.427
```

The HOMO energy comes out at -9.535 eV.

Order from most stable to least stable according to the calculation: arrangement w, arrangement x